1.
Entry from the Open Molecules 2025 dataset: a molecular structure, C29H27CsN5O4S2 (wB97M-V/def2-TZVPD).

Structure (XYZ):
```
68
Properties=species:S:1:pos:R:3
Cs 0.022 -0.676 -0.148
C 3.474 -4.173 -2.433
O 2.143 -3.902 -2.835
C 1.202 -4.223 -1.865
C 0.244 -5.158 -2.179
C -0.775 -5.476 -1.276
C -0.805 -4.832 -0.053
C 0.164 -3.890 0.295
C 0.184 -3.200 1.608
N -0.760 -2.711 2.320
N -2.083 -2.956 1.983
C -2.769 -1.915 1.596
O -2.324 -0.751 1.307
C -4.246 -2.167 1.431
C -5.049 -1.150 0.926
C -6.415 -1.341 0.753
C -6.994 -2.557 1.085
C -6.197 -3.579 1.590
C -4.835 -3.386 1.762
C 1.224 -3.534 -0.607
O 2.093 -2.627 -0.351
H 4.123 -3.839 -3.245
H 3.714 -3.639 -1.513
H 3.617 -5.251 -2.287
H 0.296 -5.626 -3.156
H -1.533 -6.204 -1.537
H -1.594 -5.042 0.658
H 1.186 -2.966 1.966
H -4.571 -0.213 0.670
H -7.027 -0.540 0.355
H -8.058 -2.712 0.948
H -6.642 -4.533 1.849
H -4.200 -4.170 2.151
N 0.741 2.422 -4.669
C -0.099 2.008 -5.724
C 0.363 1.906 -7.028
C -0.507 1.501 -8.031
C -1.816 1.158 -7.724
C -2.260 1.222 -6.411
C -1.411 1.679 -5.413
S -1.923 1.859 -3.740
N -0.489 1.443 -2.901
C 0.613 1.797 -3.428
C 1.904 1.511 -2.724
C 2.984 0.996 -3.430
C 4.134 0.664 -2.730
C 4.162 0.876 -1.365
C 3.038 1.413 -0.749
N 1.929 1.728 -1.412
H 1.693 2.613 -4.941
H 1.394 2.148 -7.258
H -0.154 1.436 -9.052
H -2.486 0.826 -8.506
H -3.270 0.929 -6.152
H 2.903 0.792 -4.490
H 4.977 0.218 -3.240
H 5.023 0.601 -0.771
H 3.007 1.552 0.327
C -1.236 1.812 2.911
S 0.207 2.338 1.980
C 0.543 3.828 2.925
O 1.330 1.399 2.305
H -0.945 1.662 3.951
H -1.625 0.884 2.478
H -1.968 2.616 2.811
H -0.293 4.518 2.816
H 1.451 4.271 2.521
H 0.692 3.546 3.967
```

Values from the calculation:
Spin multiplicity: 1
Lowest unoccupied orbital energy (eV): 1.79
Energy relative to the best compared isomer or geometry (same formula, charge and spin) (kJ/mol): 5.1
Net charge: -1
Orbital gap (eV): 5.367

***

2.
Entry from the Open Molecules 2025 dataset: a gas-phase ion, C5H12NOS (charge -1) (wB97M-V/def2-TZVPD).

Structure (XYZ):
```
20
Properties=species:S:1:pos:R:3
C -0.239 -1.395 -1.070
N 0.545 -0.256 -0.621
C 0.378 0.127 0.807
C 1.750 0.581 1.341
S 1.598 1.247 3.055
C -0.646 1.274 0.920
O -1.440 1.147 2.085
C -0.791 -1.167 -2.476
H -1.166 -1.603 -0.504
H 0.366 -2.305 -0.977
H 0.362 0.507 -1.252
H -0.044 -0.649 1.436
H 2.491 -0.219 1.305
H 2.184 1.365 0.710
H -0.841 1.245 2.844
H -1.377 1.245 0.097
H -0.208 2.281 0.894
H -0.060 -0.897 -3.236
H -1.254 -2.080 -2.880
H -1.608 -0.448 -2.477
```

Values from the calculation:
Spin multiplicity: 1
Lowest unoccupied orbital energy (eV): 3.40
Energy relative to the best compared isomer or geometry (same formula, charge and spin) (kJ/mol): 123.9
Net charge: -1
Orbital gap (eV): 5.991
SMILES: CCN[C@H](CO)C[S-]

***

3.
Entry from the Open Molecules 2025 dataset: 2 unconnected molecules or ions with the total composition C7H12N (wB97M-V/def2-TZVPD).

Structure (XYZ):
```
20
Properties=species:S:1:pos:R:3
C -2.311 -0.525 -0.915
C 0.553 2.176 -0.078
C 2.478 -0.572 -1.051
C -1.073 -0.115 -0.741
C 0.460 0.882 0.668
C 2.215 -1.323 -0.156
C -0.699 -1.145 1.369
N -0.424 -0.030 0.466
H -2.600 -0.719 -2.014
H -2.883 -0.863 -0.053
H -0.408 2.404 -0.480
H 1.210 2.162 -0.856
H 2.785 -0.190 -2.026
H 0.910 3.088 0.475
H -0.398 0.264 -1.552
H 0.886 0.919 1.681
H 2.068 -2.112 0.473
H -0.434 -2.126 1.002
H -0.516 -0.950 2.423
H -1.820 -1.225 1.363
```

Values from the calculation:
Spin multiplicity: 1
Lowest unoccupied orbital energy (eV): -4.63
Energy relative to the best compared isomer or geometry (same formula, charge and spin) (kJ/mol): 415.1
Net charge: +1
Orbital gap (eV): 9.671

***

4.
Entry from the Open Molecules 2025 dataset: a molecular structure, C26H16F5N5OSW (wB97M-V/def2-TZVPD).

Structure (XYZ):
```
55
Properties=species:S:1:pos:R:3
W -0.548 -0.649 0.849
F 1.991 -0.649 7.200
C 2.051 -0.649 5.845
C 0.867 -0.649 5.091
F -0.351 -0.649 5.695
C 0.932 -0.649 3.700
F -0.470 -0.649 2.901
C 2.180 -0.649 3.044
S 1.944 -0.649 0.926
C 3.377 -0.649 3.790
F 4.572 -0.649 3.148
C 3.307 -0.649 5.195
F 4.448 -0.649 5.928
N -0.445 6.491 -6.627
C -0.465 5.681 -5.796
C -0.489 4.680 -4.770
C -1.662 3.961 -4.517
C -1.688 2.992 -3.511
C -0.537 2.725 -2.756
C 0.638 3.447 -3.014
C 0.660 4.422 -4.015
C -0.562 1.708 -1.669
C -0.482 0.404 -2.030
C -0.329 -0.133 -3.371
C -0.291 -1.466 -3.354
C -0.436 -1.725 -1.929
N -0.548 -0.679 -1.179
C -0.636 2.153 -0.206
C -0.791 3.473 0.204
C -0.812 3.462 1.590
C -0.660 2.147 1.954
N -0.548 1.370 0.878
H -2.563 4.153 -5.097
H -2.609 2.444 -3.318
H 1.538 3.255 -2.431
H 1.579 4.977 -4.198
H -0.241 0.465 -4.265
H -0.179 -2.180 -4.146
H -0.446 -2.762 -1.563
H -0.889 4.347 -0.428
H -0.925 4.310 2.251
H -0.630 1.749 2.962
C -1.309 -6.215 1.025
N -0.710 -4.913 0.886
C 0.594 -4.642 0.585
C 0.672 -3.268 0.567
N -0.548 -2.707 0.849
C -1.360 -3.723 1.037
H -0.554 -6.986 0.850
H -2.111 -6.307 0.288
H -1.706 -6.307 2.038
H 1.333 -5.411 0.414
H 1.540 -2.654 0.366
H -2.412 -3.651 1.280
O -2.281 -0.649 0.849
```

Values from the calculation:
Spin multiplicity: 3
Lowest unoccupied orbital energy (alpha / beta) (eV): -1.19 / -0.97
Energy relative to the best compared isomer or geometry (same formula, charge and spin) (kJ/mol): 400.4
Net charge: 0
Orbital gap (alpha / beta) (eV): 4.630 / 6.868

***

5.
Entry from the Open Molecules 2025 dataset: a molecular structure, C14H23F3NNiP (wB97M-V/def2-TZVPD).

Structure (XYZ):
```
43
Properties=species:S:1:pos:R:3
C 0.493 3.349 -1.677
C -0.790 2.884 -1.429
C -1.006 1.618 -0.847
C 0.092 0.830 -0.506
C 1.379 1.344 -0.672
C 1.589 2.586 -1.278
C -2.446 1.243 -0.608
C -2.768 -0.133 -0.033
N -1.847 -1.217 -0.494
Ni -0.034 -1.010 -0.041
C 2.561 0.574 -0.166
P 2.048 -1.138 0.261
H -1.656 3.494 -1.688
H 2.612 2.929 -1.425
H 0.655 4.309 -2.162
H 2.972 1.033 0.752
H 3.375 0.523 -0.908
H -2.877 1.967 0.106
H -3.028 1.382 -1.534
H -2.729 -0.122 1.065
C 2.882 -1.441 1.816
C 2.890 -2.124 -0.993
H -3.786 -0.412 -0.351
C -1.823 -1.338 -1.981
C -2.279 -2.500 0.128
H -1.423 1.788 2.762
H -2.747 -1.817 -2.344
H -1.711 -0.350 -2.440
H -0.960 -1.957 -2.264
H -3.115 -2.928 -0.447
H -1.442 -3.211 0.148
H -2.610 -2.309 1.160
H 3.973 -2.041 -0.844
H 2.575 -3.168 -0.888
H 2.620 -1.763 -1.992
H 3.963 -1.434 1.631
H 2.600 -0.669 2.540
H 2.568 -2.423 2.184
H 0.758 -2.179 0.584
F -0.790 0.254 3.905
C -0.642 1.541 3.496
F -0.680 2.377 4.557
F 0.588 1.660 2.915
```

Values from the calculation:
Spin multiplicity: 3
Lowest unoccupied orbital energy (alpha / beta) (eV): 0.71 / 0.57
Net charge: 0
Orbital gap (alpha / beta) (eV): 4.591 / 8.373

***

6.
Entry from the Open Molecules 2025 dataset: a molecular structure, H24HeO12 (wB97M-V/def2-TZVPD).

Structure (XYZ):
```
37
Properties=species:S:1:pos:R:3
He 24.456 -6.296 -13.206
O 20.922 -6.388 -12.713
H 20.689 -5.498 -12.978
H 20.318 -6.592 -11.999
O 23.572 -3.114 -15.801
H 23.548 -3.358 -14.876
H 24.364 -2.585 -15.890
O 23.764 -4.026 -10.609
H 24.017 -3.837 -11.512
H 24.412 -3.565 -10.076
O 24.488 -3.605 -13.169
H 25.160 -4.137 -13.596
H 24.880 -2.734 -13.101
O 22.595 -6.476 -10.566
H 21.981 -6.398 -11.296
H 23.014 -5.616 -10.512
O 22.539 -10.591 -12.645
H 23.196 -11.042 -13.176
H 23.003 -9.838 -12.278
O 24.226 -8.764 -11.772
H 25.150 -8.518 -11.795
H 23.787 -8.013 -11.372
O 26.825 -7.891 -11.253
H 26.717 -7.548 -10.365
H 26.798 -7.116 -11.814
O 20.777 -7.481 -15.411
H 21.127 -6.726 -15.886
H 20.878 -7.251 -14.487
O 27.400 -3.985 -14.499
H 28.100 -4.075 -15.146
H 27.830 -3.606 -13.733
O 26.929 -6.607 -13.879
H 27.164 -5.721 -14.153
H 27.756 -6.998 -13.596
O 25.065 -7.713 -15.564
H 24.177 -7.793 -15.216
H 25.574 -7.351 -14.838
```

Values from the calculation:
Spin multiplicity: 1
Lowest unoccupied orbital energy (eV): -0.92
Energy relative to the best compared isomer or geometry (same formula, charge and spin) (kJ/mol): 128.8
Net charge: 0
Orbital gap (eV): 8.710

***

7.
Entry from the Open Molecules 2025 dataset: a molecular structure, C21H32F6N6PdSb (wB97M-V/def2-TZVPD).

Structure (XYZ):
```
67
Properties=species:S:1:pos:R:3
Pd -0.728 -0.657 -0.007
C -2.014 0.978 4.101
N -2.746 1.524 2.982
C -3.566 2.666 3.315
C -2.187 1.416 1.705
N -0.941 1.151 1.467
C 0.037 1.826 2.213
C -0.254 3.134 2.563
C 0.635 3.936 3.283
C 1.854 3.437 3.623
C 2.237 2.141 3.207
C 3.573 1.749 3.446
C 4.048 0.577 2.941
C 3.180 -0.269 2.251
C 1.841 0.026 2.075
N 1.099 -0.948 1.384
C 1.314 -2.186 1.694
N 1.514 -2.673 2.993
C 1.048 -1.871 4.102
C 2.726 -3.411 3.280
N 1.318 -3.159 0.734
C 1.258 -2.732 -0.655
C 0.773 -4.468 1.051
C 1.331 1.290 2.505
N -3.069 1.593 0.679
C -2.531 1.695 -0.673
C -4.408 1.041 0.738
H -2.730 0.672 4.871
H -1.305 1.697 4.530
H -1.455 0.105 3.771
H -2.978 3.410 3.870
H -4.417 2.365 3.935
H -3.940 3.133 2.407
H -1.177 3.571 2.203
H 0.364 4.959 3.519
H 2.589 4.048 4.134
H 4.228 2.450 3.950
H 5.094 0.313 3.033
H 3.578 -1.150 1.764
H 0.116 -1.383 3.825
H 1.766 -1.098 4.400
H 0.862 -2.536 4.951
H 3.146 -3.809 2.359
H 2.523 -4.239 3.967
H 3.476 -2.750 3.735
H 1.970 -1.928 -0.851
H 0.262 -2.323 -0.912
H 1.461 -3.589 -1.295
H 1.457 -5.070 1.653
H 0.594 -4.999 0.118
H -0.174 -4.395 1.594
H -1.703 2.399 -0.732
H -3.341 1.996 -1.338
H -2.145 0.717 -0.994
H -4.685 0.820 1.766
H -4.459 0.113 0.157
H -5.128 1.752 0.320
C -1.958 -1.613 1.038
H -2.544 -1.147 1.843
H -1.753 -2.667 1.281
F 0.034 -0.035 -1.765
Sb 2.435 2.061 -1.476
F 3.702 0.523 -0.710
F 2.428 2.673 0.555
F 3.179 1.548 -3.396
F 1.165 3.828 -1.835
F 3.947 3.311 -1.558
```

Values from the calculation:
Spin multiplicity: 2
Lowest unoccupied orbital energy (alpha / beta) (eV): 4.06 / 4.04
Energy relative to the best compared isomer or geometry (same formula, charge and spin) (kJ/mol): 329.2
Net charge: -2
Orbital gap (alpha / beta) (eV): 3.945 / 3.918

***

Number 1: largest force on an atom 0.6 eV Å⁻¹, DFT total energy -68370.6097 eV. Number 2: largest force on an atom 2.2 eV Å⁻¹, DFT total energy -19752.9462 eV. Number 3: largest force on an atom 3.3 eV Å⁻¹, DFT total energy -8932.7003 eV. Number 4: largest force on an atom 4.3 eV Å⁻¹, DFT total energy -62963.8323 eV. Number 5: largest force on an atom 2.9 eV Å⁻¹, DFT total energy -74861.5628 eV. Number 6: largest force on an atom 1.2 eV Å⁻¹, DFT total energy -25038.8280 eV. Number 7: largest force on an atom 0.7 eV Å⁻¹, DFT total energy -57558.5848 eV.